Record 1
Density functional theory data (the ωB97M-V functional and the def2-TZVPD basis) for an isolated molecule of C7H8O.

Geometry (Å):
C -0.229 1.288 0.591
C -0.836 -0.018 0.174
C 0.050 -1.201 0.675
C 0.541 0.568 -0.683
C 1.175 0.986 0.784
C 1.297 -0.353 0.289
C -2.169 0.034 -0.426
O 2.495 -0.964 -0.237
H 0.087 -1.208 1.726
H -0.282 -2.084 0.238
H 0.808 1.244 -1.531
H 1.948 1.653 0.946
H -2.394 -0.559 -1.334
H -2.350 1.168 -0.690
H -2.771 -0.143 0.444
H 2.632 -0.411 -0.967

Calculated values
Relative energy (zero: lowest compared OMol25 entry of this formula, charge and spin) ... 354.8 kJ/mol
Calculated total energy ... -346.40326 Eh
Orbital gap (spin up / spin down) ... 5.0 / 8.5 eV
2S+1 ... 3
Highest occupied orbital energy (spin up / spin down) ... -0.1498 / -0.3596 Eh

For each atom in turn, the natural (NBO) charge in e is: atom 1 (C): 0.09, atom 2 (C): -0.06, atom 3 (C): -0.43, atom 4 (C): -0.21, atom 5 (C): -0.42, atom 6 (C): 0.25, atom 7 (C): -0.63, atom 8 (O): -0.67, atom 9 (H): 0.21, atom 10 (H): 0.23, atom 11 (H): 0.26, atom 12 (H): 0.24, atom 13 (H): 0.22, atom 14 (H): 0.22, atom 15 (H): 0.22, atom 16 (H): 0.46

Record 2
Density functional theory data (the ωB97M-V functional and the def2-TZVPD basis) for the ion C7H8O with charge +1.

Geometry (Å):
C 2.626 0.044 1.057
C 1.246 0.043 0.543
C 0.598 -1.226 0.324
C -0.617 -1.285 -0.289
C -1.262 -0.056 -0.570
O -2.462 -0.051 -1.159
C -0.662 1.209 -0.278
C 0.518 1.248 0.389
H 2.675 0.488 2.054
H 3.278 0.639 0.421
H 3.031 -0.962 1.109
H 1.110 -2.138 0.596
H -1.092 -2.230 -0.509
H -2.422 -0.249 -2.114
H -1.155 2.096 -0.662
H 0.990 2.180 0.662

Calculated values
Calculated total energy ... -346.45927 Eh
Orbital gap (spin up / spin down) ... 10.3 / 7.3 eV
2S+1 ... 2
Total charge ... +1
Highest occupied orbital energy (spin up / spin down) ... -0.5330 / -0.5564 Eh

For each atom in turn, the natural (NBO) charge in e is: atom 1 (C): -0.69, atom 2 (C): 0.23, atom 3 (C): -0.16, atom 4 (C): -0.22, atom 5 (C): 0.48, atom 6 (O): -0.64, atom 7 (C): -0.18, atom 8 (C): -0.19, atom 9 (H): 0.28, atom 10 (H): 0.27, atom 11 (H): 0.25, atom 12 (H): 0.25, atom 13 (H): 0.26, atom 14 (H): 0.53, atom 15 (H): 0.26, atom 16 (H): 0.25

Record 3
Density functional theory data (the ωB97M-V functional and the def2-TZVPD basis) for an isolated molecule of C7H8O2.

Geometry (Å):
C -1.892 -0.982 0.417
C -2.296 0.257 -0.021
C -0.958 0.891 -0.338
C 0.389 0.833 0.354
C 1.363 0.146 1.189
O 2.122 -0.505 0.177
C 1.499 -0.544 -0.996
C 0.023 -0.187 -0.677
O -0.644 -1.252 0.099
H -2.491 -1.796 0.689
H -3.286 0.714 -0.044
H -0.966 1.766 -1.024
H 0.869 1.681 -0.223
H 0.707 -0.498 1.910
H 2.114 0.881 1.684
H 1.545 -1.549 -1.372
H 1.903 0.144 -1.824

Calculated values
Relative energy (zero: lowest compared OMol25 entry of this formula, charge and spin) ... 527.7 kJ/mol
Calculated total energy ... -421.81206 Eh
Orbital gap ... 9.4 eV
Highest occupied orbital energy ... -0.3104 Eh
SMILES string ... C1=C[C@H]2[C@H]3COC[C@]32O1

For each atom in turn, the natural (NBO) charge in e is: atom 1 (C): 0.17, atom 2 (C): -0.35, atom 3 (C): -0.18, atom 4 (C): -0.30, atom 5 (C): -0.09, atom 6 (O): -0.53, atom 7 (C): -0.06, atom 8 (C): 0.16, atom 9 (O): -0.49, atom 10 (H): 0.20, atom 11 (H): 0.24, atom 12 (H): 0.24, atom 13 (H): 0.20, atom 14 (H): 0.20, atom 15 (H): 0.21, atom 16 (H): 0.20, atom 17 (H): 0.18

Record 4
Density functional theory data (the ωB97M-V functional and the def2-TZVPD basis) for an isolated molecule of C7H8O4.

Geometry (Å):
C -1.733 1.723 -0.489
C -0.859 2.031 0.453
C 0.614 1.824 0.271
O 1.011 0.651 -0.311
C 0.663 -0.537 0.410
C 1.196 -1.722 -0.374
O 1.354 2.119 1.511
C 2.027 3.177 1.001
O 2.822 3.889 1.514
C 1.339 3.049 -0.370
O 1.302 3.607 -1.414
H -2.786 1.899 -0.358
H -1.418 1.283 -1.421
H -1.142 2.483 1.392
H 1.114 -0.490 1.408
H -0.427 -0.594 0.518
H 0.758 -1.736 -1.368
H 2.275 -1.648 -0.472
H 0.945 -2.644 0.143

Calculated values
Relative energy (zero: lowest compared OMol25 entry of this formula, charge and spin) ... 170.2 kJ/mol
Calculated total energy ... -572.43736 Eh
Orbital gap ... 9.4 eV
Highest occupied orbital energy ... -0.3661 Eh
SMILES string ... C=C[C@]1(OCC)OC(=O)C1=O

For each atom in turn, the natural (NBO) charge in e is: atom 1 (C): -0.34, atom 2 (C): -0.26, atom 3 (C): 0.38, atom 4 (O): -0.51, atom 5 (C): -0.07, atom 6 (C): -0.62, atom 7 (O): -0.48, atom 8 (C): 0.67, atom 9 (O): -0.49, atom 10 (C): 0.48, atom 11 (O): -0.42, atom 12 (H): 0.21, atom 13 (H): 0.21, atom 14 (H): 0.23, atom 15 (H): 0.18, atom 16 (H): 0.18, atom 17 (H): 0.21, atom 18 (H): 0.22, atom 19 (H): 0.22